Entry 1:
Here is H14O7 as an isolated structure in a non-equilibrium geometry from OMol25. Energies are from the ωB97M-V functional and the def2-TZVPD basis.

- LUMO energy (eV) = -0.42
- F_max (eV/A) = 6.346
- ΔE to the lowest compared entry with this formula, charge and spin (kcal/mol) = 119.8
- Kohn-Sham gap (eV) = 9.59

Each line ends with the natural charge from an NBO analysis.
Element x y z (Å)
O1 -30.8488 -7.6016 -6.5592  -0.968
H1 -31.5737 -6.9772 -6.5893  0.483
H2 -31.2552 -8.4290 -6.3012  0.466
O2 -31.3102 -6.9734 -9.2426  -0.960
H3 -31.2608 -6.4555 -8.4391  0.483
H4 -32.2459 -7.0254 -9.4374  0.429
O3 -29.9202 -3.0405 -7.4475  -0.987
H5 -30.0992 -2.1928 -7.0405  0.456
H6 -30.0470 -3.6764 -6.7433  0.462
O4 -34.1605 -5.1851 -8.0225  -0.871
H7 -34.1030 -4.8541 -8.9188  0.519
H8 -35.0359 -5.5679 -7.9638  0.514
O5 -34.5682 -4.5154 -5.9550  -0.951
H9 -34.6278 -4.8984 -6.8302  0.430
H10 -34.0965 -3.6927 -6.0846  0.459
O6 -30.5571 -4.2732 -5.5046  -0.914
H11 -29.8392 -4.0934 -4.8977  0.485
H12 -30.3921 -5.1637 -5.8144  0.500
O7 -32.1255 -5.6035 -7.4580  -0.982
H13 -32.9788 -5.5594 -7.8894  0.458
H14 -31.7431 -4.7364 -7.5932  0.489


Entry 2:
Here is a 7-piece molecular cluster, H14O7 overall in a non-equilibrium geometry from OMol25. Energies are from the ωB97M-V functional and the def2-TZVPD basis.

- LUMO energy (eV) = -0.20
- F_max (eV/A) = 2.631
- SMILES string = O.O.O.O.O.O.O
- ΔE to the lowest compared entry with this formula, charge and spin (kcal/mol) = 47.7
- Kohn-Sham gap (eV) = 10.55

Each line ends with the natural charge from an NBO analysis.
Element x y z (Å)
O1 -3.6675 0.1334 0.9335  -0.927
H1 -3.8783 0.7861 1.6054  0.471
H2 -2.8605 -0.2585 1.3148  0.480
O2 2.7533 -0.7445 -2.3790  -0.945
H3 2.2849 -1.4837 -2.6647  0.455
H4 2.9015 -0.9751 -1.4889  0.469
O3 1.1094 1.6071 -1.5718  -0.960
H5 0.7355 1.3542 -2.4085  0.485
H6 0.7404 2.4485 -1.2324  0.481
O4 -1.9732 1.9932 0.1903  -0.967
H7 -1.3871 2.4028 0.7808  0.457
H8 -2.3047 1.1468 0.5076  0.475
O5 0.1838 -1.0054 -0.5120  -0.986
H9 -0.6222 -0.9232 0.0875  0.482
H10 0.1625 -0.2162 -1.0414  0.489
O6 -1.1292 -0.9712 2.0242  -0.985
H11 -0.4544 -0.2882 2.3070  0.502
H12 -1.2647 -1.6316 2.7154  0.501
O7 3.2726 -1.2661 0.2967  -0.944
H13 2.4427 -1.7649 0.3494  0.486
H14 2.9552 -0.3434 0.1862  0.479


Entry 3:
Here is a 7-piece molecular cluster, H14O7 overall in a non-equilibrium geometry from OMol25. Energies are from the ωB97M-V functional and the def2-TZVPD basis.

- LUMO energy (spin up / spin down) (eV) = -3.47 / -11.27
- F_max (eV/A) = 1.810
- charge = +1
- spin multiplicity = 2
- ΔE to the lowest compared entry with this formula, charge and spin (kcal/mol) = 27.1
- Kohn-Sham gap (spin up / spin down) (eV) = 11.37 / 3.57
- <S²> = 0.76

Each line ends with the natural charge from an NBO analysis.
Element x y z (Å)
O1 -1.7302 0.3242 -1.2100  -0.994
H1 -2.4089 0.6377 -0.6124  0.502
H2 -1.9200 0.7622 -2.0397  0.510
O2 2.6759 -1.0306 1.0032  -0.709
H3 3.1650 -0.9935 0.1813  0.488
H4 1.7577 -0.9730 0.7388  0.484
O3 -0.0509 -0.9280 0.7197  -0.977
H5 -0.6283 -0.3228 0.2544  0.516
H6 -0.2013 -0.7389 1.6459  0.528
O4 -0.2650 3.3365 -0.3706  -0.926
H7 -0.1955 2.3893 -0.2514  0.452
H8 0.2662 3.7068 0.3343  0.473
O5 -0.8843 1.0043 2.6045  -0.964
H9 -1.3713 1.8248 2.6807  0.499
H10 0.0141 1.2751 2.4155  0.471
O6 0.9035 -0.4977 -2.3416  -0.885
H11 0.2133 -0.3047 -1.7071  0.469
H12 0.7169 0.0794 -3.0821  0.488
O7 -0.2950 -3.4271 -0.4520  -0.430
H13 -0.3803 -2.4932 -0.2601  0.507
H14 0.6185 -3.6309 -0.2513  0.496


Entry 4:
Here is H14O9V as an isolated structure in a non-equilibrium geometry from OMol25. Energies are from the ωB97M-V functional and the def2-TZVPD basis.

- LUMO energy (eV) = -4.59
- F_max (eV/A) = 1.621
- charge = +1
- ΔE to the lowest compared entry with this formula, charge and spin (kcal/mol) = 21.6
- Kohn-Sham gap (eV) = 9.37

Each line ends with the Löwdin charge.
Element x y z (Å)
O1 1.0405 -1.3381 1.7320  -0.255
V1 0.9628 -0.3656 0.5364  0.929
O2 -0.5364 -0.1960 0.1350  -0.255
O3 2.5184 0.8474 -0.4369  -0.028
H1 3.4079 0.4632 -0.3571  0.119
H2 2.6584 1.7262 -0.8143  0.112
O4 -2.4994 0.4527 3.0915  -0.050
H3 -2.7685 -0.2189 3.7295  0.048
H4 -2.1955 -0.0447 2.3246  -0.005
O5 0.4413 -0.1652 -3.2634  -0.061
H5 -0.1709 0.3838 -2.7206  0.002
H6 1.2414 0.3615 -3.3540  0.030
O6 -0.8410 1.8275 -1.8677  -0.054
H7 -1.4031 2.2214 -1.1887  0.069
H8 -0.3210 2.5671 -2.2083  0.065
O7 1.3070 -1.9954 -0.9835  -0.040
H9 1.2212 -2.2196 -1.9224  0.098
H10 1.1324 -2.8173 -0.4995  0.096
O8 1.1603 1.3847 1.9181  -0.035
H11 1.0923 2.1445 1.3229  0.084
H12 1.0161 1.7470 2.8037  0.120
O9 -2.7275 -2.2389 0.2929  -0.051
H13 -2.6863 -3.0033 0.8795  0.044
H14 -3.0504 -1.5241 0.8505  0.017


Entry 5:
Here is a 7-piece molecular cluster, H15NO6 overall in a non-equilibrium geometry from OMol25. Energies are from the ωB97M-V functional and the def2-TZVPD basis.

- LUMO energy (eV) = 0.08
- F_max (eV/A) = 3.777
- SMILES string = N.O.O.O.O.O.O
- ΔE to the lowest compared entry with this formula, charge and spin (kcal/mol) = 55.7
- Kohn-Sham gap (eV) = 9.60

Each line ends with the natural charge from an NBO analysis.
Element x y z (Å)
N1 0.4617 -0.4879 -3.3089  -1.100
H1 0.3810 -1.2316 -2.6745  0.387
H2 -0.0012 0.2469 -2.8785  0.330
H3 0.3939 -0.5460 -4.3458  0.388
O1 3.1980 2.9163 1.1678  -0.933
H4 3.1858 2.0012 1.2135  0.464
H5 3.5822 3.2186 1.9858  0.469
O2 -2.2647 -0.0946 -1.7823  -0.982
H6 -1.3773 0.2085 -2.0835  0.475
H7 -2.6254 0.3682 -0.9517  0.499
O3 -0.7243 -2.9389 -0.9605  -0.945
H8 -1.0603 -3.3873 -1.6886  0.462
H9 -1.3009 -2.2143 -0.8472  0.483
O4 2.5922 -0.5726 3.8085  -0.938
H10 3.4114 -1.0618 3.5200  0.473
H11 2.8989 0.3963 3.8601  0.465
O5 -2.9232 -1.0143 1.5317  -0.968
H12 -3.6563 -0.8917 2.0784  0.483
H13 -2.0858 -0.7071 1.7560  0.486
O6 -0.4756 1.9771 -0.5666  -0.950
H14 -0.5871 2.6915 -1.1834  0.472
H15 0.3907 2.1391 -0.1863  0.480


Entry 6:
Here is H15NaO9 as an isolated structure in a non-equilibrium geometry from OMol25. Energies are from the ωB97M-V functional and the def2-TZVPD basis.

- LUMO energy (eV) = 3.53
- F_max (eV/A) = 1.801
- charge = -2
- ΔE to the lowest compared entry with this formula, charge and spin (kcal/mol) = 60.5
- Kohn-Sham gap (eV) = 3.80

Each line ends with the natural charge from an NBO analysis.
Element x y z (Å)
Na1 0.1672 0.9219 -3.0709  0.927
O1 -0.1782 0.6259 -0.6344  -1.287
H1 -0.0210 -0.2906 -0.3983  0.456
O2 -0.0673 -1.4053 -3.5099  -1.331
H2 -0.8156 -1.0550 -3.0056  0.394
O3 -0.6541 -3.2919 0.5492  -1.317
H3 -0.0414 -2.7526 0.0408  0.398
O4 -2.0874 2.4081 -0.5427  -1.001
H4 -1.4403 1.6571 -0.5425  0.509
H5 -1.8237 2.9542 0.2003  0.445
O5 2.1867 -0.7707 -0.2011  -0.948
H6 2.8913 -0.1345 -0.3644  0.451
H7 1.3623 -0.3124 -0.5190  0.488
O6 -0.9076 -0.0728 2.0271  -1.003
H8 -1.2672 -0.9692 1.9903  0.495
H9 -0.8634 0.1873 1.0882  0.484
O7 -2.2131 -1.3593 -0.6376  -1.057
H10 -1.6954 -0.5334 -0.7548  0.457
H11 -1.6451 -2.0704 -0.1986  0.514
O8 2.7486 -0.3803 2.4683  -0.997
H12 2.1042 -0.9761 2.8602  0.473
H13 2.3881 -0.2236 1.5715  0.499
O9 1.0129 2.6730 0.4711  -1.004
H14 0.4214 1.9719 0.0805  0.511
H15 0.4382 3.1987 1.0324  0.442